Entry 1:
Here is a molecular structure, C20H24Cl5LaN2OSi at a distorted geometry from the Open Molecules 2025 dataset. Energies are from ωB97M-V/def2-TZVPD.

Summary:
Gap between HOMO and LUMO, hartree: 0.213
M, g/mol: 652.68
HOMO energy, eV: -12.1
ΔE to the lowest compared entry with this formula, charge and spin, kJ/mol: 13.6
Largest force on an atom, Eh/bohr: 0.0336
E, Ha: -3582.74226
Charge: +2

The geometry in XYZ format:
```
54
Properties=species:S:1:pos:R:3:forces:R:3
La -1.02422 -0.90897 0.20641 0.13 -1.41 -0.99
Cl -7.41451 -1.84153 2.21873 -0.01 -0.01 0.00
C -5.82911 -1.27834 1.95910 0.00 0.01 0.00
C -4.77136 -1.80032 2.71216 0.07 -0.02 0.01
Cl -5.02734 -3.07957 3.80984 -0.01 0.01 0.03
C -3.49178 -1.28070 2.53516 -0.17 -0.16 -0.12
Cl -2.09248 -2.05947 3.22682 0.01 0.23 0.02
C -3.27159 -0.22152 1.65635 0.81 0.66 -0.21
O -2.05971 0.39127 1.57577 -0.83 0.69 0.85
C -4.28108 0.12274 0.75254 -0.21 -0.37 0.10
Cl -3.80251 0.95677 -0.68793 0.07 0.18 0.12
C -5.57338 -0.36002 0.93052 0.05 0.02 -0.09
Cl -6.81555 0.12873 -0.12901 0.00 0.00 0.00
C 2.82151 -1.79826 -1.75794 0.02 0.02 -0.12
Si 0.95751 -1.77119 -2.09738 0.41 0.35 0.57
C 0.49514 -3.48359 -2.74860 -0.10 0.07 -0.10
C 0.61475 -0.46046 -3.41040 -0.23 -0.11 -0.11
C -0.70099 -0.00973 -3.57229 -0.02 0.05 0.11
C -1.06071 0.90527 -4.55045 0.05 0.03 -0.01
C -0.08269 1.40440 -5.40056 -0.03 -0.01 0.01
C 1.23200 0.98280 -5.25948 0.00 0.05 -0.03
C 1.57391 0.05964 -4.28073 0.06 0.01 0.07
H 3.39543 -2.18618 -2.60333 -0.03 0.00 -0.03
H 3.05683 -2.43550 -0.90211 0.01 0.02 0.01
H 3.19833 -0.79020 -1.55829 0.02 -0.01 0.03
H 1.11549 -3.72040 -3.61709 0.01 0.00 0.00
H -0.54500 -3.53993 -3.07749 -0.01 -0.02 0.02
H 0.65874 -4.26183 -2.00057 0.01 0.00 0.01
H -1.49665 -0.40749 -2.93014 0.00 -0.05 -0.04
H -2.09023 1.22054 -4.65934 -0.01 0.00 -0.01
H -0.34692 2.11160 -6.17506 0.00 0.01 0.00
H 1.99361 1.36962 -5.92407 0.00 -0.01 -0.01
H 2.60683 -0.25997 -4.20156 0.00 -0.03 -0.01
C 1.39026 1.64304 3.85627 0.03 0.03 0.04
C 0.47018 0.69208 3.06664 0.04 0.03 0.03
N 0.92075 0.57399 1.65868 -0.29 -0.26 0.14
C 2.25745 -0.05474 1.63224 0.08 0.09 -0.18
C 3.24323 0.73085 2.52351 0.03 0.03 0.00
N 2.54999 1.98708 2.97051 0.01 -0.01 -0.01
C 2.07016 2.77027 1.78194 0.05 0.00 -0.02
C 0.99315 1.92400 1.06784 0.06 0.01 -0.13
H 1.78898 1.18969 4.76166 -0.01 -0.01 -0.01
H 0.89905 2.57734 4.12239 0.00 -0.01 -0.01
H -0.55223 1.05793 3.07650 -0.01 -0.02 0.00
H 0.47394 -0.30135 3.51465 0.01 0.00 -0.01
H 2.60703 -0.07664 0.59996 -0.04 -0.05 0.00
H 2.17758 -1.08665 1.97239 0.02 0.01 0.03
H 4.14176 1.02475 1.98456 0.00 -0.01 0.00
H 3.53612 0.18783 3.42021 -0.02 0.00 0.00
H 3.21057 2.55844 3.49769 0.01 0.00 -0.02
H 2.93685 2.95865 1.15096 -0.01 0.00 0.00
H 1.68771 3.72218 2.14414 -0.02 -0.01 0.00
H 1.24590 1.83666 0.00973 -0.03 -0.02 0.00
H 0.00930 2.38642 1.14794 0.01 0.02 0.05
```
Positions in Å, forces in eV/Å.

***

Entry 2:
Here is 2 unconnected molecules or ions with the total composition C4H9ClN2 at a distorted geometry from the Open Molecules 2025 dataset. Energies are from ωB97M-V/def2-TZVPD.

Summary:
Gap between HOMO and LUMO (alpha / beta), hartree: 0.313 / 0.313
M, g/mol: 120.58
HOMO energy (alpha / beta), eV: -7.6 / -7.6
ΔE to the lowest compared entry with this formula, charge and spin, kJ/mol: 235.4
Largest force on an atom, Eh/bohr: 0.0812
E, Ha: -727.39730

The geometry in XYZ format:
```
16
Properties=species:S:1:pos:R:3:forces:R:3
C -0.06072 -0.06618 -1.03760 0.91 -1.10 0.77
C 0.38885 -2.46946 -0.60275 1.18 1.22 -1.07
C -0.69219 -1.38525 -0.48793 0.18 -0.88 0.58
C 0.61196 2.87258 -0.89848 -3.49 -2.26 -0.41
N -0.12815 0.94936 -0.29936 0.62 2.11 -1.35
N 0.04319 3.67713 0.04320 -1.28 0.54 1.20
Cl 2.28299 2.90360 -0.96796 1.25 -0.20 -0.03
H 0.72101 -0.29981 -1.87031 -1.36 0.88 0.67
H 1.24748 -2.06922 -0.04043 -0.02 -0.41 -0.10
H 0.19096 -3.47405 -0.24476 -0.42 0.01 -0.09
H 0.72516 -2.46223 -1.67592 -0.22 -0.57 0.88
H -1.61229 -1.77230 -0.95120 0.17 0.66 -0.26
H -0.90082 -1.29429 0.59473 -0.14 0.50 -0.60
H 0.08373 2.85688 -1.88684 0.72 0.02 1.05
H 0.54804 3.65131 0.95736 -1.02 0.09 -1.09
H -1.03818 3.76803 0.09564 2.93 -0.62 -0.16
```
Positions in Å, forces in eV/Å.

***

Entry 3:
Here is a molecular structure, C33H35ClFeIN7OS at a distorted geometry from the Open Molecules 2025 dataset. Energies are from ωB97M-V/def2-TZVPD.

Summary:
Gap between HOMO and LUMO (alpha / beta), hartree: 0.238 / 0.097
M, g/mol: 795.96
HOMO energy (alpha / beta), eV: -14.0 / -14.0
2S+1: 6
Largest force on an atom, Eh/bohr: 0.0415
E, Ha: -4155.91736
Charge: +3

The geometry in XYZ format:
```
80
Properties=species:S:1:pos:R:3:forces:R:3
Fe -0.34853 0.19860 -0.53003 -1.70 -0.06 1.29
N -4.75556 -0.54353 -0.31112 0.24 0.19 -1.32
C -5.26958 -0.77526 0.96654 -0.20 -0.22 1.72
C -6.60588 -1.12249 1.13251 0.53 0.09 -0.08
C -7.10258 -1.36548 2.40351 0.13 0.01 0.36
C -6.28081 -1.26065 3.51950 -0.28 -0.01 -0.29
C -4.94967 -0.91132 3.36856 0.16 0.03 -0.48
C -4.44805 -0.67586 2.09919 -0.40 -0.10 -0.66
S -2.73750 -0.26776 1.90929 0.26 0.17 1.00
N -2.49574 -0.23573 0.25584 0.33 -0.06 -1.84
C -3.45706 -0.35049 -0.62653 0.36 0.00 1.24
C -3.08201 -0.23223 -2.05567 -0.11 0.00 -0.64
C -3.98649 -0.38637 -3.10603 0.32 0.08 0.38
C -3.57822 -0.14330 -4.41126 0.33 0.12 0.07
C -2.26185 0.22641 -4.63922 -0.11 -0.06 0.21
C -1.40081 0.28555 -3.54966 0.11 0.07 -0.51
N -1.79131 0.06966 -2.29878 0.61 0.06 0.80
H -5.44380 -0.55543 -1.05420 0.29 0.03 0.17
H -7.24891 -1.21532 0.26964 -0.10 0.01 -0.10
H -8.13670 -1.64070 2.52666 -0.14 -0.02 -0.01
H -6.66921 -1.45043 4.50574 -0.11 -0.02 0.11
H -4.30390 -0.82184 4.22658 0.10 -0.01 0.16
H -5.00477 -0.69064 -2.93615 -0.14 0.00 0.07
H -4.27955 -0.22877 -5.22992 -0.01 -0.02 0.01
H -1.91150 0.46163 -5.63169 0.10 -0.05 -0.05
H -0.35008 0.51955 -3.68294 -0.07 0.02 -0.11
I -0.41560 5.76353 -2.33658 0.06 -0.33 0.53
C -0.30288 4.55920 -0.60928 -0.07 0.08 -0.52
C -0.29358 5.09490 0.67531 0.03 -0.21 -0.28
C -0.24090 4.21450 1.74400 0.04 -0.26 -0.12
C -0.20796 2.84755 1.50654 0.03 0.05 0.55
N -0.21594 2.33637 0.27581 0.08 -1.34 -0.70
C -0.25771 3.17683 -0.75576 -0.04 0.68 -0.48
H -0.32086 6.16514 0.83179 -0.01 -0.02 0.01
H -0.21848 4.58944 2.75353 -0.03 -0.04 0.15
H -0.16869 2.13671 2.31924 -0.04 0.03 0.09
H -0.25843 2.73281 -1.74568 -0.03 0.13 -0.06
C -0.71202 -5.14589 1.93379 0.08 -0.11 0.03
C 0.50143 -5.73081 2.68611 -0.03 0.10 -0.23
C 0.06155 -7.03421 3.36613 0.14 0.24 -0.10
C 0.90795 -4.73186 3.77270 -0.06 -0.26 -0.05
C 1.64133 -6.02025 1.63735 0.19 0.00 0.56
O 1.09314 -6.59734 0.48225 0.02 -0.21 -0.50
C 2.73244 -7.04566 2.09666 -0.21 0.50 -0.30
C 3.63851 -6.70690 3.28417 0.00 0.04 0.20
C 4.69156 -5.69223 3.01895 -0.47 -0.55 0.27
C 5.58083 -5.85643 1.94375 0.99 0.31 -0.64
C 6.58176 -4.94603 1.70815 -0.32 -1.00 -0.49
C 6.71854 -3.83196 2.55003 0.92 0.75 -0.22
Cl 7.96376 -2.70510 2.27416 -0.71 -0.65 0.17
C 5.84754 -3.66216 3.63742 -0.88 -0.15 0.82
C 4.85558 -4.58661 3.86616 0.55 1.01 0.34
C 2.38091 -4.75235 1.12144 0.20 -1.12 0.07
N 1.55102 -3.70319 0.58424 -0.22 1.41 0.21
C 1.45943 -2.42146 0.95899 0.06 0.14 0.16
N 0.63422 -1.77125 0.14610 -0.49 0.91 -0.58
C 0.24645 -2.74005 -0.73151 0.15 -0.28 0.19
N 0.79180 -3.89598 -0.48757 -0.40 -0.60 -0.97
H -1.62351 -5.35336 2.48351 -0.13 0.02 0.16
H -0.80355 -5.57840 0.94226 -0.14 0.04 0.01
H -0.63133 -4.06767 1.82959 -0.06 0.20 -0.01
H -0.76650 -6.82764 4.04103 -0.07 -0.01 0.00
H 0.85976 -7.46879 3.96096 0.07 -0.13 0.09
H -0.28133 -7.77254 2.64379 -0.07 -0.15 -0.03
H 0.01864 -4.44913 4.33174 -0.04 0.07 0.07
H 1.34110 -3.82479 3.36104 0.04 0.20 -0.01
H 1.60200 -5.16049 4.48740 0.12 0.02 0.16
H 0.61613 -7.40571 0.70864 0.04 0.02 -0.01
H 3.34875 -7.21948 1.21110 -0.08 -0.13 0.01
H 2.22490 -7.98647 2.31179 0.05 0.06 -0.03
H 4.16933 -7.63809 3.52273 0.10 -0.02 0.06
H 3.06500 -6.44289 4.17093 0.09 -0.03 -0.03
H 5.49727 -6.73402 1.32133 0.03 -0.05 -0.13
H 7.28282 -5.09139 0.90128 0.07 0.00 -0.10
H 5.97218 -2.81731 4.29515 0.06 0.12 0.07
H 4.19838 -4.47143 4.71565 -0.04 0.05 0.07
H 3.01468 -5.10147 0.29840 -0.01 0.14 0.12
H 3.00676 -4.33051 1.90690 -0.15 0.17 -0.11
H 1.96465 -1.98304 1.79434 0.20 0.00 0.22
H -0.44719 -2.57175 -1.53211 -0.12 -0.08 -0.22
```
Positions in Å, forces in eV/Å.

***

Entry 4:
Here is a single C4H9NSi molecule at a distorted geometry from the Open Molecules 2025 dataset. Energies are from ωB97M-V/def2-TZVPD.

Summary:
Structure (SMILES): C[Si](C)(C)C#N
Gap between HOMO and LUMO, hartree: 0.428
M, g/mol: 99.21
HOMO energy, eV: -10.8
ΔE to the lowest compared entry with this formula, charge and spin, kJ/mol: 0.0
Largest force on an atom, Eh/bohr: 0.0740
E, Ha: -502.08091

The geometry in XYZ format:
```
15
Properties=species:S:1:pos:R:3:forces:R:3
C -0.57590 0.40238 -1.65567 0.65 -0.65 0.30
Si -0.09002 -0.38428 -0.02729 0.38 3.79 -0.02
C 1.65932 0.26393 0.30571 -0.32 -0.63 -0.17
C -1.15703 0.42261 1.31091 0.15 -0.39 -0.36
C -0.03264 -2.15414 -0.00577 -0.11 -1.48 -0.03
N 0.10628 -3.29103 0.03317 0.00 -0.54 0.01
H -1.60887 0.20122 -1.85969 -0.58 0.09 -0.42
H -0.38402 1.47634 -1.56580 -0.16 -0.14 0.00
H 0.06343 0.00323 -2.44576 -0.19 0.07 -0.15
H 2.37679 0.12617 -0.51420 -0.31 0.06 0.12
H 1.57696 1.31960 0.55761 0.08 0.09 -0.03
H 2.04655 -0.26986 1.16246 0.31 -0.02 0.38
H -0.73901 0.11998 2.27393 -0.38 0.13 0.14
H -2.24236 0.26368 1.25011 0.38 -0.24 0.14
H -0.99948 1.50018 1.18028 0.10 -0.14 0.08
```
Positions in Å, forces in eV/Å.

***

Entry 5:
Here is a molecular structure, C37H32ClOP2Sn at a distorted geometry from the Open Molecules 2025 dataset. Energies are from ωB97M-V/def2-TZVPD.

Summary:
Gap between HOMO and LUMO (alpha / beta), hartree: 0.148 / 0.148
M, g/mol: 708.77
HOMO energy (alpha / beta), eV: -17.1 / -17.1
ΔE to the lowest compared entry with this formula, charge and spin, kJ/mol: 365.0
Largest force on an atom, Eh/bohr: 0.3412
E, Ha: -2860.37694
Charge: +3

The geometry in XYZ format:
```
74
Properties=species:S:1:pos:R:3:forces:R:3
Sn 0.01018 -0.07920 -0.05464 8.45 4.17 6.87
Cl 1.84005 0.94372 1.08033 -0.37 -0.55 0.08
C -1.37482 -0.87930 -0.93741 -12.46 -7.64 -9.72
O -2.25422 -1.39409 -1.50544 3.96 2.35 3.27
P 0.30646 1.52514 -1.71174 0.73 5.20 -4.49
C 1.81105 1.38384 -2.74514 0.51 -0.91 0.35
C -1.01186 1.64240 -2.97372 -0.47 -0.75 0.38
C 0.36988 3.20374 -0.99754 -0.24 -0.23 0.94
C -1.84075 2.76364 -3.08863 -0.12 0.10 0.21
C -2.84773 2.79525 -4.05492 0.21 -0.09 0.00
C -3.03157 1.71216 -4.91274 0.18 0.03 0.20
C -2.20548 0.59084 -4.80295 0.11 -0.05 0.10
C -1.20413 0.55389 -3.83783 -0.24 -0.01 0.01
H -1.69665 3.61218 -2.42759 -0.08 -0.06 -0.10
H -3.48602 3.67083 -4.13645 0.14 -0.13 0.01
H -3.81608 1.73837 -5.66358 0.12 -0.01 0.11
H -2.34705 -0.25852 -5.46487 0.04 0.14 0.06
H -0.56752 -0.32222 -3.75109 0.05 -0.01 -0.19
C 2.94830 0.74579 -2.23172 0.03 -0.05 -0.13
C 4.10526 0.65280 -3.00410 -0.05 0.05 0.02
C 4.13680 1.18717 -4.29297 -0.15 -0.05 0.27
C 3.00553 1.81954 -4.81099 -0.13 0.00 0.33
C 1.84673 1.91751 -4.04230 -0.40 -0.08 -0.10
H 2.91968 0.33875 -1.22585 0.27 0.00 -0.15
H 4.98305 0.15752 -2.59837 -0.14 0.09 -0.07
H 5.03822 1.10817 -4.89436 -0.15 -0.01 0.10
H 3.02187 2.23314 -5.81546 -0.04 -0.02 0.19
H 0.96516 2.40027 -4.45333 0.14 -0.04 -0.03
C 1.19212 4.21359 -1.50689 0.15 -0.26 -0.10
C 1.17883 5.48278 -0.92787 -0.21 -0.18 0.06
C 0.34283 5.75047 0.15625 0.03 -0.25 -0.14
C -0.47952 4.74425 0.66777 -0.09 -0.21 0.02
C -0.46131 3.47368 0.09883 0.37 0.33 -0.24
H 1.85097 4.00529 -2.34416 -0.03 0.09 0.11
H 1.82736 6.26070 -1.32116 -0.11 -0.15 0.03
H 0.33901 6.73839 0.60834 -0.01 -0.17 -0.06
H -1.12463 4.94588 1.51843 0.11 -0.01 -0.14
H -1.07412 2.67205 0.50488 -0.18 0.10 0.15
H 4.92792 0.04919 0.78132 0.02 0.02 0.03
H 4.77881 0.61149 1.24425 0.05 -0.04 -0.03
C -3.03914 -5.61076 1.90416 0.25 0.33 -0.01
C -3.61691 -4.39253 1.54330 0.34 0.29 0.11
C -2.83919 -3.23462 1.51104 -0.15 -0.47 -0.13
C -1.47151 -3.27609 1.83792 -0.51 -0.52 -1.36
C -0.89789 -4.50945 2.20657 -0.15 -0.26 -0.40
C -1.68366 -5.66840 2.23616 -0.13 0.65 0.05
P -0.53760 -1.72511 1.67406 -1.02 -2.51 3.33
C -1.46942 -0.81141 2.93192 0.52 0.96 0.47
C -2.08505 0.42500 2.66934 0.10 -0.31 0.87
C -2.80859 1.08301 3.66947 0.17 -0.38 -0.08
C -2.92815 0.51286 4.94031 0.26 -0.17 -0.45
C -2.32438 -0.71703 5.21314 0.15 0.14 -0.64
C -1.59797 -1.37146 4.21663 -0.11 0.09 0.14
C 1.14780 -2.32251 1.86150 0.76 0.68 0.93
C 1.83923 -2.09672 3.05926 0.37 -0.07 -0.10
C 3.14882 -2.56209 3.21172 -0.42 0.00 -0.29
C 3.77318 -3.25159 2.16795 -0.45 0.09 -0.22
C 3.08832 -3.47690 0.96992 -0.17 0.25 0.27
C 1.77773 -3.01542 0.81575 0.20 0.24 -0.12
H -3.64317 -6.50927 1.91983 0.05 0.02 -0.01
H -4.66584 -4.34600 1.27946 0.04 0.03 0.03
H -3.30071 -2.30196 1.21126 -0.10 0.08 0.08
H 0.14674 -4.59957 2.45857 0.13 0.09 -0.02
H -1.23942 -6.61615 2.51020 0.06 0.08 0.07
H -2.02557 0.88457 1.69713 0.02 0.24 -0.51
H -3.28064 2.03303 3.45876 -0.02 -0.03 -0.03
H -3.49104 1.02134 5.71141 0.00 0.02 -0.02
H -2.41964 -1.16080 6.19358 0.04 -0.05 0.01
H -1.13841 -2.32512 4.44695 -0.02 -0.02 -0.03
H 1.36634 -1.56438 3.87420 0.00 0.06 0.01
H 3.67968 -2.38862 4.13870 -0.05 -0.01 0.00
H 4.78715 -3.61078 2.28733 -0.03 0.00 -0.01
H 3.57246 -4.01035 0.16251 -0.06 -0.01 0.00
H 1.25384 -3.19579 -0.11463 -0.10 -0.24 -0.14
```
Positions in Å, forces in eV/Å.

***

Entry 6:
Here is 2 unconnected molecules or ions with the total composition C10H20N2O2 at a distorted geometry from the Open Molecules 2025 dataset. Energies are from ωB97M-V/def2-TZVPD.

Summary:
Structure (SMILES): [H]/N=C\N1CCCCC1.CC(C)=C(O)O
Gap between HOMO and LUMO, hartree: 0.300
M, g/mol: 200.28
HOMO energy, eV: -7.5
ΔE to the lowest compared entry with this formula, charge and spin, kJ/mol: 391.2
Largest force on an atom, Eh/bohr: 0.1313
E, Ha: -652.93740

The geometry in XYZ format:
```
34
Properties=species:S:1:pos:R:3:forces:R:3
H -0.02098 2.61153 0.69247 1.38 -0.88 -0.42
N 0.64711 1.89849 0.26931 -2.53 0.70 0.51
C -0.06032 1.07257 -0.44134 1.72 0.77 -0.89
N -1.38766 1.15122 -0.71726 -1.83 0.11 -0.58
C -2.42915 1.60082 0.27224 0.84 -1.90 -1.48
C -2.89239 0.32690 1.02346 -1.27 0.06 -0.23
C -3.43271 -0.88248 0.15681 1.59 5.56 -3.48
C -2.30266 -1.09199 -0.88513 -0.22 -1.66 2.38
C -2.03823 0.17920 -1.59678 1.20 -1.31 -1.62
H 0.60215 0.36114 -1.01598 -1.28 0.28 0.45
H -3.28227 2.10217 -0.23016 0.59 -0.46 -0.08
H -1.96795 2.33948 0.86359 0.31 0.67 1.29
H -3.71634 0.73976 1.58792 -0.19 -0.42 1.00
H -2.10942 -0.12694 1.62828 0.12 0.56 0.37
H -3.67071 -1.67605 0.72768 -0.91 -2.67 1.84
H -4.27938 -0.48324 -0.49390 0.42 -0.81 1.16
H -1.41494 -1.47929 -0.38436 0.37 0.32 0.29
H -2.55512 -1.93714 -1.46604 -0.51 -0.61 -1.45
H -1.45511 -0.07100 -2.52307 -0.13 0.72 0.85
H -3.03968 0.43030 -1.94441 0.21 1.26 -0.07
C 2.03643 -0.77315 1.58120 -2.71 -2.29 -0.34
C 2.89388 -0.73673 0.38906 -0.62 -1.57 -1.05
C 3.14503 -2.01392 -0.41022 0.74 1.94 0.79
C 3.42472 0.39413 -0.01718 -0.80 1.08 1.53
O 3.23978 1.60465 0.67295 -1.02 -0.82 -1.59
O 4.20343 0.48929 -1.11589 -0.38 -1.49 0.02
H 0.90491 -0.40845 1.37595 2.60 -0.88 0.81
H 2.54615 -0.21054 2.28971 0.12 1.45 1.71
H 2.02790 -1.85084 1.99860 -0.32 1.56 -0.66
H 2.28610 -2.36173 -0.93963 -0.67 -0.54 -0.19
H 3.89652 -1.69905 -1.10500 0.40 -0.43 -0.79
H 3.60077 -2.73189 0.24882 -0.15 -0.72 0.16
H 2.20528 1.85075 0.51828 1.62 -0.55 0.40
H 4.39485 1.38203 -1.00995 1.30 2.95 -0.64
```
Positions in Å, forces in eV/Å.

***

- The highest largest force on an atom belongs to which entry?
  C37H32ClOP2Sn